Molecular formula: C2H7NO
Method: DFT, the ωB97M-V functional and the def2-TZVPD basis

Geometry as XYZ:
```
11
Properties=species:S:1:pos:R:3:forces:R:3
O 1.86752 -0.94406 -1.47551 -0.27 -0.05 0.26
N -0.00142 -1.48227 -0.31317 0.80 -0.37 0.57
C -0.85913 1.62338 0.47021 0.05 0.75 -0.24
C 1.34043 -1.36204 -0.46067 0.54 0.51 -1.34
H -0.32575 -1.75146 0.59800 -0.47 0.13 -0.12
H -0.58548 -1.04258 -1.00362 -0.15 -0.09 0.11
H -1.73764 0.98657 0.48382 0.03 -0.16 0.67
H -0.70523 2.27787 1.32824 -0.58 -0.24 0.24
H -1.04550 2.28712 -0.37426 0.49 -0.05 -0.20
H 0.06001 1.06019 0.37828 -0.02 -0.13 -0.43
H 1.99218 -1.65272 0.36868 -0.40 -0.29 0.48
```
Forces are in eV/Å.

For the HOMO energy, the calculation gives -0.3685 Ha. Its LUMO energy is 0.862 eV. The calculation puts the HOMO-LUMO gap at 10.89 eV. The spin multiplicity is 1. As for the SMILES: NC=O.C. The largest force on an atom comes out at 1.53 eV/A.

These are the natural (NBO) partial charges, in e, on atoms 1 to 6: atom 1 (O): -0.6053, atom 2 (N): -0.8219, atom 3 (C): -0.8580, atom 4 (C): 0.5089, atom 5 (H): 0.3941, atom 6 (H): 0.4094



Molecular formula: C28H16Cl5IrN5O4Se
Method: DFT, the ωB97M-V functional and the def2-TZVPD basis

Geometry as XYZ:
```
60
Properties=species:S:1:pos:R:3:forces:R:3
Ir 0.04416 0.68404 -0.23692 0.54 -0.08 -0.09
Se -3.12482 -0.42885 0.49489 0.23 0.01 -0.35
Cl 1.93369 4.21349 -3.75045 -0.01 -0.04 0.02
Cl 0.95784 1.37004 -2.57590 -0.36 -0.28 -0.07
Cl -1.02401 3.66933 1.70974 0.07 -0.06 0.06
Cl -0.18105 6.48171 0.68131 -0.01 -0.02 0.01
Cl 1.32324 6.78363 -2.02516 0.01 0.01 0.00
O 3.37018 -6.67262 -1.16814 0.03 0.02 0.06
O -1.93055 -2.20263 -0.06895 -0.20 -0.08 0.00
O 0.15235 -1.44598 -0.40656 0.28 0.19 0.14
O 3.74170 -4.56785 -0.87252 0.03 -0.02 0.05
N 2.09588 0.41784 -0.05335 -0.16 0.13 0.21
N 3.01467 -5.53917 -0.95693 -0.03 0.00 -0.16
N -2.04798 0.70907 -0.49436 -0.30 0.23 -0.38
N 0.16098 0.55269 1.79463 -0.20 -0.02 0.07
N -4.52215 -0.11547 -0.45996 0.10 -0.21 0.03
C 0.28338 2.67885 -0.43605 -0.34 -0.14 0.32
C -0.08602 3.81527 0.26536 0.07 0.11 0.07
C -4.20365 0.71307 -1.45696 0.11 0.01 0.34
C -3.39632 2.56931 -3.34363 0.27 0.05 0.07
C -2.45932 2.17561 -2.44853 -0.03 0.06 -0.17
C -0.81320 0.53902 2.68237 -0.03 0.13 0.02
C 3.80664 0.52471 1.74791 -0.09 -0.02 -0.03
C 1.21339 4.10487 -2.20582 0.00 0.08 0.02
C 1.74340 0.49732 3.64863 0.02 -0.01 -0.04
C 3.09973 0.51980 4.05095 -0.01 0.02 0.05
C -0.68556 -2.36984 -0.31016 -0.34 -0.05 -0.06
C 0.91324 5.23603 -1.43850 -0.05 -0.12 0.05
C 0.68654 -6.37282 -0.85937 0.01 0.05 0.00
C -0.22579 -3.76808 -0.49493 0.02 -0.05 0.02
C 1.56158 -5.30181 -0.81209 -0.02 -0.01 0.05
C 1.45334 0.51298 2.27177 0.09 -0.03 -0.26
C 1.13628 -4.00479 -0.63448 -0.04 -0.03 -0.02
C 2.50529 0.49948 1.34135 -0.04 0.00 0.09
C 0.87882 2.87984 -1.65867 0.06 0.37 -0.21
C -1.12917 -4.82991 -0.52691 -0.02 0.01 0.00
C -0.67143 -6.12403 -0.71342 0.01 0.00 0.00
C -2.81848 1.22111 -1.45238 0.05 -0.43 0.39
C 4.10264 0.54885 3.12610 0.06 -0.01 0.01
C -0.61078 0.47162 4.06427 0.02 0.03 0.05
C -5.14353 1.15109 -2.40500 -0.05 0.19 -0.26
C -4.74128 2.07295 -3.32456 -0.23 -0.22 0.08
C 0.66346 0.46471 4.55613 -0.01 0.02 -0.09
C 0.24159 5.09047 -0.21251 0.08 -0.03 -0.14
H -5.43463 2.44241 -4.06781 -0.03 -0.03 0.01
H 1.86367 -3.21041 -0.60939 -0.01 0.01 0.00
H -1.47486 0.46162 4.71190 0.00 -0.01 0.03
H 5.13530 0.57687 3.44295 0.01 -0.01 0.00
H 3.32722 0.52080 5.10857 0.01 0.00 0.01
H -1.82051 0.63602 2.31926 -0.02 0.08 -0.05
H 1.07034 -7.37205 -1.00707 0.00 0.00 0.00
H -1.37237 -6.94566 -0.74618 -0.01 -0.01 0.00
H 2.27860 -0.52403 -0.40563 0.01 -0.01 -0.07
H -2.18666 -4.63916 -0.41143 0.00 0.01 -0.01
H -1.46408 2.56589 -2.48769 0.27 0.14 0.02
H -6.14694 0.75208 -2.37777 -0.02 0.02 0.03
H 0.85479 0.44687 5.62096 0.00 -0.01 0.02
H 2.62771 1.06844 -0.62833 0.08 0.02 0.04
H 4.60880 0.51404 1.02052 0.02 0.00 -0.01
H -3.13528 3.28130 -4.11514 0.06 0.04 0.04
```
Forces are in eV/Å.

For the HOMO energy (alpha / beta), the calculation gives -0.5176 / -0.5178 Ha. Its LUMO energy (alpha / beta) is -7.182 / -9.292 eV. Its expectation value of S² is 0.807. The calculation puts the HOMO-LUMO gap (alpha / beta) at 6.90 / 4.80 eV. The spin multiplicity is 2. As for the net charge: +2. The largest force on an atom comes out at 0.59 eV/A.

These are the natural (NBO) partial charges, in e, on atoms 1 to 6: atom 1 (Ir): 1.0312, atom 2 (Se): 1.4748, atom 3 (Cl): 0.1136, atom 4 (Cl): 0.1163, atom 5 (Cl): 0.0316, atom 6 (Cl): 0.1211



Molecular formula: C3H7N3S
Method: DFT, the ωB97M-V functional and the def2-TZVPD basis

Geometry as XYZ:
```
14
Properties=species:S:1:pos:R:3:forces:R:3
S 1.12446 -2.31449 1.08498 0.13 0.12 -0.29
N 0.49028 -0.17810 -0.50386 -0.50 0.14 -0.07
N 0.84017 0.35461 -1.77649 -0.27 0.34 0.48
N -1.06811 1.57245 -0.12040 -0.80 1.05 -0.71
C -0.93404 -0.03037 1.59718 -0.50 -0.33 0.86
C -0.54648 0.51616 0.26567 1.24 -2.00 0.73
C 1.15278 -1.34717 -0.22773 -0.17 0.05 -0.10
H -1.78477 0.55871 1.95961 0.42 0.24 -0.15
H -0.73554 1.78544 -1.04229 0.08 0.63 -0.59
H -0.08968 0.06094 2.30384 -0.46 -0.30 -0.28
H -1.32523 -1.06341 1.59687 0.71 0.36 -0.23
H 1.76193 -1.58935 -1.10798 -0.07 0.01 0.40
H 1.08590 1.33448 -1.63914 0.20 -0.19 -0.11
H 0.02834 0.34011 -2.39027 0.00 -0.13 0.06
```
Forces are in eV/Å.

For the HOMO energy, the calculation gives -0.3166 Ha. Its LUMO energy is 0.309 eV. The calculation puts the HOMO-LUMO gap at 8.92 eV. The spin multiplicity is 1. As for the SMILES: [H]/N=C(/C)N(N)C=S. The largest force on an atom comes out at 2.46 eV/A.

These are the natural (NBO) partial charges, in e, on atoms 1 to 6: atom 1 (S): -0.0859, atom 2 (N): -0.3080, atom 3 (N): -0.6307, atom 4 (N): -0.6400, atom 5 (C): -0.6841, atom 6 (C): 0.4468



Molecular formula: ClH6NSi2
Method: DFT, the ωB97M-V functional and the def2-TZVPD basis

Geometry as XYZ:
```
10
Properties=species:S:1:pos:R:3:forces:R:3
Cl -2.02132 -1.17646 -0.63584 -0.30 -1.16 -0.26
Si 1.39043 -0.86401 0.33004 -0.11 3.24 2.17
Si -1.33440 0.67334 -0.29637 1.34 0.99 0.47
N 0.42587 0.60255 0.13415 -1.97 0.36 -1.49
H 0.58742 -1.84583 -0.11835 -1.44 -2.66 -0.93
H 0.94368 1.41825 -0.18154 -0.15 -0.05 0.17
H -2.25854 1.21425 0.67470 0.14 0.00 1.16
H 2.62786 -0.73039 -0.35166 1.05 0.01 -0.56
H -1.90382 1.53028 -1.36264 1.00 -0.07 -0.62
H 1.54281 -0.82198 1.80750 0.43 -0.67 -0.11
```
Forces are in eV/Å.

For the HOMO energy, the calculation gives -0.3600 Ha. Its LUMO energy is 0.781 eV. The calculation puts the HOMO-LUMO gap at 10.58 eV. The spin multiplicity is 1. As for the SMILES: [SiH3]N[SiH2]Cl. The largest force on an atom comes out at 3.91 eV/A.

These are the natural (NBO) partial charges, in e, on atoms 1 to 6: atom 1 (Cl): -0.3811, atom 2 (Si): 1.1349, atom 3 (Si): 1.2800, atom 4 (N): -1.4709, atom 5 (H): -0.1963, atom 6 (H): 0.4137



- Which of these has the highest largest force on an atom?
  ClH6NSi2



- Which value of largest force on an atom does entry 3 give?
  2.46 eV/A



- Which value of spin multiplicity does entry 1 give?
  1



- What is the formula in the second record?
  C28H16Cl5IrN5O4Se